ORCA calculation (the ωB97M-V functional and the def2-TZVPD basis) on a structure of composition C35H41IN8O4SiZr in a non-equilibrium geometry.

XYZ file:
```
91
Properties=species:S:1:pos:R:3
Zr 1.4580 0.9261 0.1113
C 3.1743 1.2353 4.6289
C 3.3477 0.0070 3.7999
N 3.7194 -1.1054 4.3955
C 3.9762 -2.2135 3.7106
C 3.9526 -2.3213 2.3388
C 4.3662 -3.7007 1.7686
O 4.7145 -3.5642 0.3662
C 3.5665 -1.1711 1.6427
C 3.3554 -1.2236 0.2171
N 3.2427 -0.1203 -0.5835
C 3.3897 -0.1621 -1.9561
C 3.8431 -1.3349 -2.6221
C 3.8102 -1.4190 -4.0371
C 3.3851 -0.3535 -4.7998
C 3.0902 0.8544 -4.1968
C 3.1033 1.0044 -2.7832
I 2.7665 3.0260 -2.0308
C 3.1799 0.0384 2.3557
O 2.7364 1.1056 1.7115
H 3.7261 1.0482 5.5517
H 2.1189 1.4704 4.8132
H 3.5647 2.1246 4.1423
H 4.1340 -3.0817 4.3410
H 3.5645 -4.4184 1.9409
H 5.2813 -3.9691 2.3425
H 5.3086 -4.3056 0.1751
H 3.3973 -2.1819 -0.2150
H 4.0133 -2.2598 -2.0793
H 3.9915 -2.3637 -4.5383
H 3.3681 -0.4534 -5.9029
H 2.9046 1.7515 -4.8182
N 0.2742 -0.3980 -1.5583
C -0.4903 0.4317 -2.5281
C -1.5843 -0.3515 -3.2557
C -1.8515 0.3170 -4.6334
C -3.1692 1.1236 -4.7115
N -4.4109 0.5776 -4.2001
C -5.0193 0.6706 -3.0195
N -6.1576 -0.0951 -2.8643
N -4.6039 1.5302 -2.0806
C -1.0351 1.7092 -1.7335
O -1.9770 2.4010 -2.1467
O -0.4580 1.8856 -0.6017
H 0.8539 -1.1141 -2.0503
H -0.3562 -0.9483 -0.9557
H 0.2163 0.8028 -3.2824
H -2.4438 -0.2421 -2.5212
H -1.3085 -1.4260 -3.2849
H -1.7719 -0.3734 -5.4371
H -1.0543 1.0576 -4.7454
H -3.3722 1.1824 -5.7935
H -3.0860 2.0865 -4.2552
H -4.7313 -0.1891 -4.8170
H -6.5180 -0.4879 -3.7151
H -6.8195 0.1756 -2.1257
H -3.7345 2.1182 -2.1932
H -5.0975 1.5029 -1.1873
N 0.1410 3.9013 1.1751
C 0.3923 4.9822 1.9744
C 1.7362 4.8684 2.4308
C 2.2412 3.7040 1.8042
N 1.2499 3.0787 1.0975
H -0.6718 3.6399 0.6270
H -0.3342 5.7268 2.1457
H 2.3210 5.5935 2.9902
H 3.2279 3.2133 1.9409
C -3.7874 1.6836 4.3135
C -3.5559 2.1259 3.0262
C -2.4956 1.6173 2.1954
C -1.5956 0.6680 2.7358
C -1.7709 0.2818 4.0659
C -2.8058 0.8240 4.8741
Si -0.4562 -0.3969 1.6205
C -1.3807 -2.0372 1.2111
C -2.7533 -2.0721 0.8500
C -3.2986 -3.2934 0.4856
C -2.6012 -4.4900 0.6455
C -1.2507 -4.5155 0.9723
C -0.6386 -3.2611 1.2344
H -4.6275 2.0768 4.9053
H -4.2665 2.7977 2.4901
H -2.3181 1.8861 1.1401
H -1.0631 -0.3965 4.5474
H -3.0582 0.5135 5.8967
H 0.6563 -0.9189 2.5816
H -3.4162 -1.1792 0.8784
H -4.3111 -3.3358 0.0205
H -3.0727 -5.4456 0.4565
H -0.6692 -5.3979 0.8950
H 0.3891 -3.2583 1.6795
```

Properties
DFT total energy   -2731.1570 Eh
HOMO level   -12.4 eV
ΔE to the lowest compared entry with this formula, charge and spin   88.7 kJ/mol
Charge   +2

ORCA calculation (the ωB97M-V functional and the def2-TZVPD basis) on a structure of composition C35H41IrN5O7SSi2 in a non-equilibrium geometry.

XYZ file:
```
92
Properties=species:S:1:pos:R:3
Ir -0.7946 -0.1021 -0.6558
C 3.0185 -0.3689 5.1158
O 1.7569 -0.8736 5.6283
C 0.8330 -1.1672 4.6612
C -0.1998 -2.0700 5.0598
C -1.1406 -2.4692 4.1333
C -1.1626 -2.0199 2.8250
C -2.3145 -2.2651 1.9116
C -3.6377 -2.6535 2.5047
O -2.2507 -2.0525 0.7237
C -0.1133 -1.1209 2.4506
O 0.0983 -0.7290 1.2011
C 0.8546 -0.7164 3.4394
H 3.6912 -0.1344 5.9751
H 3.0168 0.5596 4.5775
H 3.4025 -1.1267 4.4547
H -0.2061 -2.4631 6.0910
H -1.8785 -3.2715 4.4087
H -4.0129 -1.7190 3.0276
H -3.5452 -3.4640 3.1838
H -4.2429 -2.9549 1.6629
H 1.7257 -0.1944 3.1367
C 1.2234 4.2972 -1.4730
Si 0.1925 2.8242 -0.7961
C -1.5415 3.5194 -0.5910
C 0.8775 2.5490 0.9079
N 0.2851 1.3586 -1.6754
C 1.1802 0.8330 -2.6200
C 1.2601 1.6123 -4.0109
C 1.0040 1.0587 -5.3889
C 0.2510 -0.0836 -5.6681
C -0.4071 -0.8328 -4.5835
C -0.1094 -1.0066 -3.2682
N -0.8792 -1.6055 -2.3550
Si -0.5392 -3.2754 -1.9128
C 0.3223 -4.1382 -3.3875
C -2.1668 -4.1308 -1.3997
C 0.6241 -3.6812 -0.4037
H 0.7396 5.1968 -0.9449
H 1.0582 4.4967 -2.5263
H 2.2642 4.1749 -1.1539
H -2.1358 3.3583 -1.5226
H -1.5711 4.5470 -0.4181
H -2.1906 2.9807 0.1266
H 0.1423 2.4105 1.6527
H 1.5347 3.2945 1.2030
H 1.4839 1.6487 0.9127
H 0.5807 2.4374 -3.8177
H 1.1741 1.6837 -6.2096
H 0.0357 -0.3127 -6.6806
H -1.4041 -1.2008 -4.8164
H -0.2479 -3.9989 -4.2999
H 0.4200 -5.2243 -3.1483
H 1.3914 -3.8247 -3.5791
H -2.7256 -4.1389 -2.3264
H -2.6633 -3.6348 -0.6353
H -1.9577 -5.1607 -1.0942
H 1.5808 -3.1415 -0.5554
H 0.7077 -4.7318 -0.2048
H 0.0967 -3.2023 0.4215
O 2.6188 1.9141 -3.7181
C 2.6255 1.3526 -2.5833
O 1.1282 -0.5346 -2.8596
C 3.6147 1.5330 -1.5369
C 4.7091 2.3784 -1.8051
C 5.7150 2.5431 -0.8707
C 5.5708 1.9350 0.3658
C 4.6057 1.0490 0.6730
C 3.6092 0.8272 -0.2991
N 6.5885 2.3063 1.3871
O 7.4878 3.1115 1.1264
O 6.3319 1.9631 2.5325
H 4.6875 2.9144 -2.7677
H 6.4792 3.3337 -0.9296
H 4.4583 0.5276 1.5595
H 2.8538 0.0839 -0.0016
N -3.4716 -0.6420 -2.5061
C -3.7770 -0.1558 -1.3171
N -2.9535 0.2771 -0.3945
C -3.5888 0.6937 0.7704
C -2.8693 0.9564 2.0102
C -3.6890 1.4213 3.0839
C -5.1285 1.5355 2.9401
C -5.7466 1.0778 1.7832
C -4.9866 0.6790 0.7252
S -5.5116 0.0493 -0.9058
H -2.4831 -0.8888 -2.5863
H -4.1618 -1.1885 -2.9132
H -1.7775 0.8440 2.0403
H -3.2480 1.5606 3.9788
H -5.6615 1.8756 3.8553
H -6.8181 1.0864 1.8896
```

Properties
DFT total energy   -3240.1346 Eh
HOMO level (alpha / beta)   -3.9 / -5.0 eV
Spin multiplicity   5
ΔE to the lowest compared entry with this formula, charge and spin   307.4 kJ/mol
Charge   -1

ORCA calculation (the ωB97M-V functional and the def2-TZVPD basis) on a structure of composition C35H41N2P2S5Si2W in a non-equilibrium geometry.

XYZ file:
```
88
Properties=species:S:1:pos:R:3
W -1.5370 -0.9416 -0.5614
C -0.2790 0.0769 -4.4165
Si -1.0782 1.3145 -3.2035
C -0.3725 3.0807 -3.3144
C -2.9787 1.4028 -3.3922
N -0.6872 0.6405 -1.6031
P -0.0419 1.4012 -0.3044
C -0.3005 0.2341 0.9979
P 0.8771 -1.0766 0.8304
N 0.2860 -1.8711 -0.4746
Si 0.2737 -3.5971 -0.8617
C 1.5248 -4.5908 0.1759
C -1.4997 -4.2265 -0.4093
C 0.6895 -3.6956 -2.7242
C 2.6726 -0.8618 0.7373
C 3.3821 -1.4041 -0.3261
C 4.7586 -1.2771 -0.3646
C 5.4218 -0.5920 0.6421
C 4.7077 -0.0240 1.6871
C 3.3324 -0.1546 1.7392
C 0.5641 -2.0958 2.3012
C -0.7477 -2.5348 2.4331
C -1.1225 -3.3250 3.5006
C -0.1778 -3.6624 4.4590
C 1.1315 -3.2270 4.3356
C 1.5112 -2.4509 3.2527
C 1.6618 1.9496 -0.5429
C 2.3376 1.7129 -1.7312
C 3.6460 2.1415 -1.8688
C 4.2848 2.7697 -0.8113
C 3.6280 2.9436 0.3969
C 2.3167 2.5337 0.5367
C -1.0689 2.8495 0.0967
C -2.4337 2.6475 -0.0928
C -3.3408 3.6408 0.2190
C -2.8900 4.8497 0.7283
C -1.5313 5.0650 0.8946
C -0.6177 4.0725 0.5773
H -0.7154 0.1836 -5.4020
H -0.4610 -0.9451 -4.0914
H 0.7929 0.2097 -4.5222
H -0.7021 3.5476 -4.2352
H 0.7118 3.1051 -3.3076
H -0.7215 3.7007 -2.4925
H -3.2539 1.2744 -4.4349
H -3.3822 2.3595 -3.0689
H -3.4810 0.6108 -2.8355
H 1.2527 -4.6328 1.2269
H 2.5332 -4.1936 0.1145
H 1.5558 -5.6094 -0.1948
H -1.4970 -4.9537 0.4016
H -1.9509 -4.7086 -1.2728
H -2.1810 -3.3968 -0.1220
H 1.7339 -3.4659 -2.9212
H 0.0822 -3.0149 -3.3172
H 0.5069 -4.6996 -3.0923
H 2.8466 -1.9275 -1.1055
H 5.3117 -1.7149 -1.1810
H 6.4977 -0.5052 0.6165
H 5.2193 0.5199 2.4670
H 2.7697 0.2862 2.5532
H -1.4971 -2.2171 1.6862
H -2.1416 -3.6640 3.5888
H -0.4643 -4.2648 5.3068
H 1.8656 -3.4847 5.0856
H 2.5324 -2.1178 3.1508
H 1.8256 1.1962 -2.5304
H 4.1633 1.9883 -2.8040
H 5.2990 3.1218 -0.9256
H 4.1379 3.3988 1.2305
H 1.8017 2.6509 1.4806
H -2.7621 1.6997 -0.5176
H -4.3940 3.4714 0.0535
H -3.5962 5.6285 0.9711
H -1.1809 6.0159 1.2647
H 0.4388 4.2640 0.6798
C -2.5643 1.7009 3.4496
S -2.6269 -0.0981 3.1420
C -3.7059 -0.1278 1.7494
C -3.3447 -0.4817 0.4841
S -2.5227 -1.8117 -2.3634
S -4.7230 -0.2972 -0.6448
C -5.9145 0.3484 0.4803
S -7.3955 0.8692 0.0047
S -5.3694 0.3559 2.1134
H -2.2111 1.8312 4.4676
H -3.5536 2.1332 3.3331
H -1.8679 2.1428 2.7416
```

Properties
DFT total energy   -4787.4281 Eh
HOMO level   -10.4 eV
Charge   +1

ORCA calculation (the ωB97M-V functional and the def2-TZVPD basis) on a structure of composition C35H41NOTcTe in a non-equilibrium geometry.

XYZ file:
```
80
Properties=species:S:1:pos:R:3
Tc -1.9798 -1.3073 -0.1222
C -5.5618 -2.0788 -1.0702
C -4.0808 -2.2831 -1.1343
C -3.4802 -3.2747 -0.3538
C -4.3160 -4.1075 0.5716
C -2.0609 -3.4992 -0.4835
C -1.3531 -4.4192 0.4723
C -1.3565 -2.9671 -1.6195
C 0.0017 -3.4849 -1.9962
C -1.9452 -1.9156 -2.3557
C -1.2012 -1.2991 -3.5089
C -3.2585 -1.4695 -1.9940
C -3.8425 -0.2575 -2.6706
H -6.0264 -2.9048 -1.6196
H -5.8976 -1.1563 -1.5259
H -5.9421 -2.1282 -0.0514
H -4.8621 -3.4961 1.2900
H -3.7399 -4.8460 1.1159
H -5.0596 -4.6397 -0.0270
H -1.4646 -5.4545 0.1372
H -1.7703 -4.3449 1.4734
H -0.2908 -4.1969 0.5310
H 0.7941 -2.7618 -1.7911
H 0.0141 -3.6816 -3.0688
H 0.2419 -4.4100 -1.4839
H -1.4985 -1.8108 -4.4288
H -0.1252 -1.4102 -3.4078
H -1.4278 -0.2459 -3.6434
H -3.0837 0.4849 -2.9013
H -4.5974 0.2247 -2.0564
H -4.3153 -0.5524 -3.6116
C 6.0336 3.3455 1.8112
C 4.8396 2.6210 1.2735
C 4.9887 1.5313 0.4172
C 3.8999 0.8428 -0.0930
C 4.1512 -0.3179 -1.0224
C 2.6200 1.2966 0.2836
Te 1.0970 0.4605 -0.8316
N -0.1474 -0.6003 0.3740
C -0.3931 -0.7154 1.6978
O -1.6248 -1.1195 1.8502
C 0.4677 -0.5032 2.8222
C -0.1181 -0.1715 4.0551
C 0.6907 0.0296 5.1546
C 2.0681 -0.1383 5.0392
C 2.6492 -0.5057 3.8278
C 1.8548 -0.6805 2.7136
C -0.2532 2.0352 -1.1441
C -1.5118 2.0363 -0.5434
C -2.3806 3.0835 -0.7910
C -1.9786 4.1194 -1.6299
C -0.7294 4.0962 -2.2223
C 0.1681 3.0468 -2.0004
C 1.5136 3.0753 -2.6706
C 2.4179 2.3581 1.1869
C 1.0828 2.8129 1.7034
C 3.5524 3.0016 1.6535
H 6.9227 3.1518 1.2154
H 6.2374 3.0199 2.8338
H 5.8568 4.4199 1.8412
H 5.9851 1.2087 0.1402
H 5.1518 -0.7108 -0.8548
H 4.0983 -0.0169 -2.0720
H 3.4620 -1.1525 -0.8687
H -1.1914 -0.0586 4.1307
H 0.2552 0.3030 6.1056
H 2.6962 0.0019 5.9095
H 3.7164 -0.6685 3.7654
H 2.2976 -1.0029 1.7808
H -1.8043 1.2697 0.1694
H -3.3534 3.1082 -0.3184
H -2.6446 4.9510 -1.8170
H -0.4326 4.9058 -2.8782
H 2.1532 3.8405 -2.2277
H 1.4063 3.3037 -3.7306
H 2.0660 2.1302 -2.6129
H 0.3126 2.0492 1.6304
H 0.7310 3.6994 1.1718
H 1.1752 3.0770 2.7565
H 3.4300 3.8240 2.3494
```

Properties
DFT total energy   -1836.1192 Eh
HOMO level (alpha / beta)   -16.7 / -16.7 eV
Spin multiplicity   3
ΔE to the lowest compared entry with this formula, charge and spin   38.6 kJ/mol
Charge   +3